The following is a DFT calculation (the ωB97M-V functional and the def2-TZVPD basis) of a molecular structure, C21H30FeN11O4S at a distorted geometry.

Each line ends with the natural charge from an NBO analysis.
Atoms and positions in Å:
C 2.41972 2.36217 1.18080  0.671
C -0.58107 -1.06498 2.89067  0.359
H -0.38604 2.66824 -1.94016  0.395
H -2.31115 -3.66314 -7.08678  0.425
C -2.76217 -2.12409 -5.81687  0.677
N 1.17747 -2.62727 -1.28812  -0.757
H 3.76411 -2.58934 -1.61459  0.238
C -2.57086 1.02997 -4.74588  -0.418
H -1.31888 -1.97191 5.90765  0.256
H -0.26059 0.31126 -3.48372  0.219
N 1.09127 0.58965 3.94178  -0.437
C 0.64342 -2.83826 4.11822  -0.409
N -0.96609 1.56478 1.79839  -0.518
H -4.20835 -0.86360 -6.37295  0.418
H 3.85386 -0.80765 -1.66341  0.258
H -1.79039 -2.01767 -3.98222  0.459
N 3.28743 3.14805 0.50833  -0.783
N 4.52934 3.42247 3.63934  -0.302
C -1.23869 2.74576 1.22945  0.028
C -2.03505 -0.46150 4.47881  -0.052
H -3.29090 -0.69868 -3.59042  0.223
H 1.60264 -3.53895 -1.25448  0.419
C 1.92474 -1.53662 -1.18297  0.741
C 3.62305 2.85976 3.20921  0.278
C -1.30381 -1.48126 4.95234  -0.017
S 0.32964 -1.26233 1.45131  -0.198
O 1.49469 1.82241 0.44408  -0.820
H -4.54602 0.20345 -4.37227  0.235
H 0.17045 -2.54446 -1.20889  0.438
C -0.88784 0.84231 -2.76511  -0.170
H 3.73191 -1.63774 -0.11895  0.269
C -3.49577 2.68171 1.94011  -0.098
C -3.22404 1.48133 2.57445  -0.234
H -2.79464 0.13378 4.94720  0.252
H 0.38394 -3.48566 4.95077  0.233
H 3.17504 3.27549 -0.47941  0.406
N -0.03874 1.71570 -1.91599  -0.860
H -3.98858 0.95062 3.12188  0.249
H -1.53582 2.61408 -3.77014  0.227
H -2.64513 4.29255 0.77650  0.248
N -0.42377 -1.85659 3.95582  -0.317
C -2.48060 3.34106 1.25780  -0.221
H 0.73049 -3.43072 3.21140  0.229
H -4.49138 3.10071 1.99066  0.248
N -1.59600 -0.21144 3.17811  -0.377
H -1.77462 0.72344 -5.42903  0.214
C -1.94462 0.96110 2.47162  0.417
C 3.41256 -1.66499 -1.16253  -0.709
O -1.83898 0.34466 -0.66811  -0.778
Fe 0.00845 0.69374 0.07042  1.686
H -1.28513 -3.27856 -5.06162  0.418
H 0.92717 1.71156 -2.22031  0.412
O 1.40128 -0.40254 -1.08586  -0.758
H 4.03841 3.61935 0.98734  0.432
C -3.52387 -0.15095 -4.49929  -0.238
N -3.58021 -1.09416 -5.61897  -0.550
C 1.73430 1.31026 3.31376  0.361
H 1.57693 -2.31541 4.31956  0.245
N -1.83385 -2.44857 -4.91980  -0.786
C -1.97602 1.65625 -3.48116  -0.395
C 2.55816 2.17459 2.55511  -0.519
C -1.48714 -0.18776 -1.80319  0.777
H -3.12738 1.81507 -5.25896  0.234
O -1.55800 -1.37826 -2.09695  -0.690
H -0.38216 3.23908 0.78421  0.229
H -3.56391 -2.62566 -7.63161  0.425
N -2.85967 -2.83306 -6.94405  -0.760
H -2.77492 1.88768 -2.77042  0.225

The calculation puts the energy above the lowest of the compared OMol25 structures with the same formula, charge and spin at 0.928 eV. As for the expectation value of S²: 8.761. The spin multiplicity is 6. The value obtained for the frontier orbital gap (spin up / spin down) is 0.280 / 0.217 Eh. As for the total charge: +2. Its LUMO energy (spin up / spin down) is -4.84 / -6.49 eV. The calculation puts the HOMO energy (spin up / spin down) at -12.44 / -12.39 eV.

=====

The following is a DFT calculation (the ωB97M-V functional and the def2-TZVPD basis) of a molecular structure, C25H30BrCoF4N3OP at a distorted geometry.

Each line ends with the natural charge from an NBO analysis.
Atoms and positions in Å:
C 2.37852 -3.46584 0.15234  -0.627
F -3.69077 1.87298 0.17320  -0.293
C -1.02077 4.93739 -0.08866  0.291
P -0.91575 0.78929 -0.11277  0.942
H 0.06076 -4.87196 0.25616  0.207
H -4.59380 -1.51658 -2.57163  0.228
C 0.96265 -2.89313 0.23417  0.109
H 0.73201 -0.16768 2.46847  0.418
O 0.85467 -1.70927 -0.49955  -1.000
C -3.05123 -0.52450 -1.46777  -0.178
C -0.55696 3.63442 -0.10925  -0.118
C -1.33860 0.52517 -2.78915  -0.143
C -2.45626 -1.03216 3.81316  -0.192
C -3.12076 -0.65944 -3.87378  -0.179
H -3.60329 -1.00954 -4.77771  0.229
C -1.43376 2.54663 -0.03564  -0.450
H 0.17816 -4.10724 -1.34743  0.211
C -2.78805 2.84479 0.06857  0.415
H -0.44351 1.13784 -2.84829  0.189
H 1.26420 -0.14663 -2.75147  0.417
C -1.87246 0.20592 -1.53981  -0.380
H 3.02313 -0.39737 3.32110  0.209
H 0.73429 -2.71937 1.30708  0.116
C -2.13852 0.31986 3.75766  -0.223
H 2.49970 -4.34118 0.79855  0.214
H 2.07031 1.26394 -2.51015  0.383
H 3.65550 -0.50950 -3.08645  0.205
C -1.71577 0.88594 2.56139  -0.171
H 4.62888 -0.72885 1.26502  0.225
H 4.58605 1.10035 -1.52021  0.200
C -3.67041 -0.95418 -2.63452  -0.194
C 3.90345 0.06825 1.41089  -0.232
H -1.05094 -3.56635 -0.19826  0.193
N 3.36327 0.50358 0.11033  -0.671
Co 1.25958 0.12952 -0.11919  1.086
C 4.13134 0.19310 -1.11484  -0.231
H -1.53357 0.34766 -4.91768  0.224
H -3.50621 -0.74727 -0.51103  0.229
H 3.11714 -2.71155 0.44822  0.173
H 2.58910 -3.76647 -0.87903  0.207
F -0.18538 5.96605 -0.15723  -0.278
H -2.79935 -1.46963 4.74252  0.230
C -1.61549 0.10136 1.41127  -0.392
C -2.32415 -1.82233 2.67834  -0.187
N 1.50230 0.25883 1.96144  -0.818
H 4.41979 0.89027 1.90996  0.203
H 3.23503 1.50468 0.15174  0.385
F -2.81806 6.43464 0.02623  -0.266
C -3.26268 4.14010 0.08643  0.263
C -0.02487 -3.92650 -0.28827  -0.613
H 2.91352 -1.43675 -1.76557  0.248
H 4.93663 -0.50732 -0.90058  0.224
H -1.74093 -1.88714 0.61218  0.247
Br 1.32228 3.44384 -0.23498  0.095
C -1.88848 -1.26306 1.48389  -0.214
C 2.75853 -0.46346 2.26568  -0.239
H 2.58031 -1.50888 2.02294  0.229
H -2.55873 -2.87921 2.72099  0.230
H -2.22405 0.93647 4.64425  0.228
F -4.55949 4.37523 0.18469  -0.264
C -1.95750 0.09578 -3.95311  -0.223
C -2.37581 5.19301 0.00614  0.351
N 1.91764 0.33106 -2.13946  -0.829
C 3.18059 -0.43746 -2.10762  -0.248
H -1.47710 1.94402 2.52591  0.208
H 1.55411 1.22583 2.27015  0.387

The calculation puts the energy above the lowest of the compared OMol25 structures with the same formula, charge and spin at 0.136 eV. As for the expectation value of S²: 0.759. The spin multiplicity is 2. The value obtained for the frontier orbital gap (spin up / spin down) is 0.290 / 0.287 Eh. As for the total charge: +1. Its LUMO energy (spin up / spin down) is -2.66 / -2.65 eV. The calculation puts the HOMO energy (spin up / spin down) at -10.56 / -10.46 eV.